Entry 1:
17
Properties=species:S:1:pos:R:3:mulliken_charge:R:1 method="wB97M-V/def2-TZVPD" homo_energy_ev=-7.97 e_tot_ha=-360.08893 de_lowest_kj_mol=284.4 lumo_ev=0.84 gap_ev=8.813 total_charge=0
N 0.4641 0.0665 -0.1540 -0.292
N 0.9981 -2.8242 0.3713 -0.649
N 1.8621 -1.8526 -0.0648 0.230
C 0.4000 1.3486 -0.5052 -0.082
C -2.0021 1.7352 -0.0020 -0.697
C 1.6087 -0.5289 -0.2125 0.020
C -0.2187 -2.6215 0.5995 -0.139
C -0.6615 2.1936 -0.4496 -0.351
H 2.4934 0.0563 -0.4403 0.271
H -0.8165 -1.6890 0.5213 0.140
H 1.3601 1.8568 -0.6329 0.124
H -2.7802 1.7634 -0.7877 0.224
H -2.3484 2.2731 0.9296 0.254
H -0.6916 -3.5132 1.0127 0.277
H -2.0069 0.6481 0.4661 0.099
H 2.8182 -2.1797 -0.1970 0.241
H -0.4787 3.2673 -0.4545 0.328


Entry 2:
46
Properties=species:S:1:pos:R:3:mulliken_charge:R:1 method="wB97M-V/def2-TZVPD" homo_energy_ev=-10.06 e_tot_ha=-1411.54943 lumo_ev=0.18 gap_ev=10.238 total_charge=0 smiles="CC(=O)OCCCCCCCCOP(=O)(O)O.NC(N)=O"
P 3.4390 1.6419 2.3540 0.889
O -1.0552 -0.1622 0.7592 -0.181
O -2.5812 -3.6943 -1.6469 -0.601
O -2.6399 1.6969 1.2486 -0.534
O 3.4992 3.0313 1.2949 -0.269
O 1.7862 1.1540 2.7717 -0.463
O 4.2007 1.8286 3.7308 -0.643
O 4.1543 0.3075 1.4243 -0.546
N -2.0443 -5.6991 -0.7701 -0.361
N -2.8256 -5.5576 -2.8895 -0.435
C -1.5729 -1.0335 -0.3075 -0.348
C -0.6493 -1.1018 -1.6605 -0.383
C 1.5379 3.4282 -0.8786 -0.581
C -2.4895 -4.9063 -1.7615 0.651
C -3.1635 -0.4315 2.5530 -0.886
C 1.2683 4.2126 0.5666 -0.447
C -2.2511 0.4092 1.4628 0.572
C 1.1285 0.9448 -2.0302 -0.565
C 0.9513 1.9057 -0.6777 -0.187
C 2.4886 4.0404 1.6474 -0.371
C 0.9041 -0.6136 -1.4684 -0.360
H -0.1924 2.0017 -0.4464 0.162
H 1.5685 1.3731 0.1652 0.011
H -3.4673 0.3235 3.4245 0.314
H 1.7296 0.1636 2.5922 0.333
H -1.7807 -5.2487 0.0966 0.211
H 0.9502 5.3378 0.3841 0.390
H 1.6077 -1.2873 -2.1576 0.364
H 1.3043 -0.7226 -0.3739 0.117
H -2.6483 -0.6381 -0.6282 0.319
H -1.9619 -6.6989 -0.8456 0.168
H -1.1356 -0.4068 -2.4888 0.231
H 2.6515 3.4784 -1.2346 0.290
H -4.1417 -0.8862 2.0854 0.265
H -2.4745 -1.2400 3.0447 0.275
H -3.1656 -4.9979 -3.6606 0.226
H 2.0211 3.7533 2.7026 0.256
H -1.7237 -2.1093 0.1439 0.110
H -2.7571 -6.5549 -3.0030 0.152
H 0.3112 1.2313 -2.8505 0.259
H 0.3136 3.6668 1.0294 0.154
H 2.2375 1.0762 -2.4520 0.277
H -0.6408 -2.2273 -2.0231 0.151
H 3.5463 0.1124 0.6266 0.419
H 0.8089 3.9698 -1.6533 0.304
H 2.9538 5.1290 1.8003 0.292


Entry 3:
43
Properties=species:S:1:pos:R:3:mulliken_charge:R:1 method="wB97M-V/def2-TZVPD" homo_energy_ev="-19.45 / -19.46" e_tot_ha=-1696.16914 lumo_ev="-13.17 / -13.17" gap_ev="6.283 / 6.284" total_charge=+3
In -0.3160 -0.1934 0.9476 1.196
S -1.8470 0.8287 -1.1591 0.104
S 1.6972 -1.8777 -0.0421 0.089
O 1.4245 3.6374 2.6004 -0.320
O 0.3095 1.7296 2.2372 -0.554
N 1.5749 2.6485 0.5580 -0.086
N 1.2531 1.5996 -0.3728 -0.532
N -1.5494 -2.3348 -0.4051 -0.102
C -1.8706 -0.8722 4.1761 -0.472
C -2.5335 -1.9119 -1.4304 -0.700
C -0.5949 -3.4003 -0.8106 -0.706
C 0.6687 -3.3965 0.0429 -0.832
C 1.8111 -1.8216 -1.8622 -0.485
C 1.0720 2.6322 1.8029 0.700
C 2.2508 4.7794 2.2050 -0.810
C -3.0749 -0.5160 -1.1437 -0.849
C -1.1569 0.4663 -2.8164 -0.550
C -1.0731 0.1977 4.2913 -0.506
H 2.1137 1.1388 -0.6938 0.299
H 2.1759 3.4180 0.2686 0.235
H -2.9241 -0.7753 3.8933 0.326
H 2.0622 -2.8205 -2.2617 0.436
H -1.4277 1.2095 4.0872 0.293
H 1.8181 5.3982 1.4046 0.393
H 0.8884 -1.4459 -2.3201 -0.217
H 0.4480 -3.5535 1.1022 0.419
H -2.0840 -1.9497 -2.4335 0.415
H -0.4660 -0.3860 -2.7745 -0.159
H -3.3933 -2.6133 -1.4434 0.370
H -3.5751 -0.4561 -0.1728 0.423
H -3.7926 -0.2164 -1.9197 0.557
H -1.5087 -1.8828 4.3953 0.324
H -0.0418 0.1176 4.6446 0.337
H 3.2909 4.5207 1.9548 0.381
H -1.0719 -4.3952 -0.7036 0.373
H 1.3652 -4.1799 -0.2896 0.547
H 2.2658 5.3746 3.1158 0.270
H -1.9709 0.2698 -3.5389 0.434
H -2.0548 -2.6418 0.4416 0.372
H 2.6234 -1.1261 -2.0762 0.426
H 0.7931 1.9986 -1.2013 0.284
H -0.6073 1.3627 -3.1200 0.454
H -0.3392 -3.2972 -1.8752 0.424


Entry 4:
37
Properties=species:S:1:pos:R:3:mulliken_charge:R:1 method="wB97M-V/def2-TZVPD" homo_energy_ev="-14.98 / -14.98" e_tot_ha=-5824.04364 lumo_ev="-9.90 / -9.90" gap_ev="5.082 / 5.082" total_charge=+2
Pd 0.0568 -0.0020 0.0459 -0.195
Se 0.1849 1.8889 -3.6146 0.474
Cl 3.0600 4.7713 0.7045 -0.122
Cl 5.5060 3.0229 1.5146 -0.095
Cl 2.3540 -1.3784 0.7964 -0.086
Cl 5.2702 -0.1068 1.5423 -0.129
Cl 0.2300 3.2924 0.2594 -0.121
Si -1.5599 -0.2457 1.8070 0.471
N -0.3846 0.5113 -4.5734 -0.707
N -0.6214 -1.2955 -1.5492 -0.177
N 0.0530 0.8566 -2.1052 -0.473
C 1.6521 2.4643 0.6958 0.771
C 4.0135 2.2838 1.2038 0.675
C -0.6418 -0.5617 -3.8720 0.403
C 2.8946 3.0855 0.8800 -0.140
C 1.5185 1.0814 0.8115 -0.753
C -1.8243 1.4634 2.6307 -0.976
C 2.6544 0.3053 1.0014 0.875
C 3.9096 0.8663 1.2412 -0.283
C -0.4045 -0.3461 -2.4473 1.324
C -1.2571 -2.8061 -3.2579 -0.775
C -1.0599 -1.8421 -4.2362 -0.359
C -3.0518 -0.8501 0.7526 -1.014
C -0.5780 -1.6197 2.7406 -0.955
C -1.0236 -2.5182 -1.9228 -0.311
H -2.5415 1.3616 3.4436 0.386
H -1.5992 -3.7949 -3.5238 0.433
H -1.2094 -2.0678 -5.2798 0.496
H -1.1689 -3.2584 -1.1467 0.532
H -2.8825 -1.8195 0.2883 0.307
H -1.2236 -2.0820 3.4871 0.435
H -0.9088 1.8752 3.0516 0.344
H -3.9244 -0.9535 1.3941 0.433
H 0.2884 -1.2155 3.2645 0.340
H -2.2321 2.1894 1.9282 0.320
H -0.2328 -2.4147 2.0738 0.296
H -3.3159 -0.1407 -0.0299 0.355


Entry 5:
20
Properties=species:S:1:pos:R:3:mulliken_charge:R:1 method="wB97M-V/def2-TZVPD" homo_energy_ev=-9.07 e_tot_ha=-328.24449 de_lowest_kj_mol=195.2 lumo_ev=0.90 gap_ev=9.965 total_charge=0 smiles="C=CCCCN.O"
O -2.6702 1.8483 4.7462 -0.642
N -1.8837 0.2025 -1.2809 -0.576
C 0.5695 0.5909 -1.5625 -0.306
C 1.1964 -0.1913 -0.4422 -0.707
C -0.8294 1.2017 -1.1419 -0.594
C 2.2473 -1.2383 -0.6619 -0.143
C 2.0081 -2.5386 -0.4538 -0.731
H 1.2741 1.3807 -1.8358 0.320
H -1.0800 2.0440 -1.7864 0.281
H 3.2221 -0.9411 -1.0327 0.304
H -3.3436 2.1481 5.3694 0.320
H -2.0220 -0.3793 -0.4675 0.258
H 0.2431 -0.1258 -2.3165 0.193
H 0.4403 -0.6619 0.2190 0.284
H -2.3392 1.0426 5.1820 0.322
H 1.4837 0.4941 0.3953 0.348
H -0.7424 1.6491 -0.1527 0.325
H -1.6816 -0.4008 -2.0578 0.231
H 1.1384 -2.8941 0.0750 0.264
H 2.7691 -3.2305 -0.7944 0.249


Entry 6:
46
Properties=species:S:1:pos:R:3:mulliken_charge:R:1 method="wB97M-V/def2-TZVPD" homo_energy_ev=-15.18 e_tot_ha=-1265.41126 de_lowest_kj_mol=39.1 lumo_ev=-7.08 gap_ev=8.096 total_charge=+2
La 11.1411 6.9659 4.2339 1.478
O 14.2846 8.8611 7.4090 -0.629
O 17.5163 9.9738 5.1337 -0.534
O 10.0039 4.8652 7.9610 -0.710
N 15.3282 9.5892 5.5436 -0.141
N 8.8524 6.2289 4.9362 -0.200
N 13.1498 5.7514 4.7494 -0.253
N 11.1448 6.1343 6.3942 -0.225
N 11.2184 9.4946 4.0033 -0.821
C 8.8717 5.6238 6.1209 0.630
C 13.8669 5.1957 3.7790 0.116
C 10.2667 9.9040 4.8649 -0.095
C 12.9025 9.7844 5.7671 0.851
C 14.2244 9.4284 6.3334 0.345
C 7.7363 5.0535 6.7711 -0.633
C 15.6498 4.9321 5.2686 -0.201
C 12.5291 9.6424 4.4288 -0.522
C 12.4211 5.9462 7.1097 -0.841
C 10.5855 10.3425 6.1784 -0.439
C 13.4844 5.6605 6.0567 0.446
C 15.0647 4.5736 4.0693 -0.922
C 6.4636 6.0321 4.9191 -0.686
C 16.6597 9.3296 6.0194 -0.273
C 10.1312 5.5000 6.9146 0.255
C 6.5175 5.3079 6.1376 -0.214
C 11.8409 10.1210 6.6990 -0.433
C 14.8480 5.5807 6.2831 -0.362
C 7.6471 6.4134 4.3620 0.133
H 16.7556 9.6777 7.1211 0.295
H 5.5987 4.8609 6.5802 0.412
H 16.8977 8.2273 6.1242 0.161
H 18.4615 9.8335 5.4794 0.354
H 12.2815 5.1710 7.8346 0.534
H 5.5103 6.2716 4.4266 0.398
H 12.6738 6.9591 7.5202 0.164
H 15.5623 3.9172 3.3759 0.446
H 9.1689 9.8840 4.6197 0.410
H 16.6477 4.6270 5.6405 0.439
H 7.9364 4.6957 7.8218 0.409
H 9.7619 10.6571 6.7498 0.470
H 15.3301 6.0513 7.1944 0.416
H 7.6466 6.9542 3.3619 0.319
H 15.2987 10.2329 4.7363 0.282
H 13.5044 5.2858 2.7557 0.377
H 12.0368 10.2939 7.7500 0.500
H 13.3186 9.4876 3.6955 0.494